12
Properties=species:S:1:pos:R:3:forces:R:3:mulliken_charge:R:1 method="wB97M-V/def2-TZVPD" relative_energy_kcal_mol=96.8 smiles="C#CC#N.C=CO" gap_ev=9.920 multiplicity=1
C 2.590560 0.282046 -0.119516 -0.21 1.29 0.18 0.054
C 2.334604 -2.260423 -0.007894 0.43 5.94 -0.72 -0.064
C 2.425029 -1.038280 -0.126827 -0.27 -5.91 0.12 -0.049
C -1.611610 1.574121 0.191247 -1.85 -1.96 0.45 -0.701
C -1.570384 0.378986 -0.441325 0.94 1.59 0.54 0.057
N 2.626625 1.404800 0.083312 0.28 1.42 -0.12 -0.406
O -1.647459 -0.899406 0.115237 2.22 1.33 -2.91 -0.454
H 2.266185 -3.196359 0.357226 -0.25 -2.72 0.53 0.467
H -2.039159 1.641055 1.205664 0.74 0.15 -0.28 0.262
H -1.681872 2.438466 -0.441165 0.37 0.33 -0.02 0.258
H -1.328955 0.533675 -1.491097 0.06 -1.32 -0.09 0.289
H -2.363563 -0.858686 0.675142 -2.45 -0.15 2.31 0.288

132
Properties=species:S:1:pos:R:3:forces:R:3:mulliken_charge:R:1 method="wB97M-V/def2-TZVPD" gap_ev=0.801 multiplicity=1 charge=+1
C 8.146580 4.165460 1.037694 -0.12 -0.72 -0.04 -0.968
C 8.724599 2.619033 0.871528 -0.56 1.29 -1.14 -0.406
C 7.994561 1.961797 -0.455103 1.66 0.12 0.78 -0.419
C 9.137852 0.954042 -1.137619 -1.72 -0.75 -0.88 -0.636
C 8.356009 -0.462114 -1.445002 0.84 -0.36 1.01 -0.443
C 8.401100 -1.378339 -0.048236 -1.53 -0.07 -1.15 -0.271
C 7.232467 -2.551281 -0.284452 0.03 0.79 1.10 -0.573
C 6.206642 -2.518693 1.003197 0.35 -2.06 -0.16 -0.454
C 4.801013 -3.230770 0.545836 -0.64 -0.03 -0.35 -0.685
C 3.867951 -2.308732 -0.460162 0.56 -0.29 0.57 -0.403
C 2.459340 -3.127643 -0.669271 -0.41 1.09 0.46 -0.486
C 1.313778 -2.272671 -1.525927 -0.57 -0.54 0.42 -0.523
C -0.151507 -2.795378 -0.938110 0.85 -0.12 -0.70 -0.613
C -1.444896 -2.142642 -1.708976 -0.42 -0.17 1.03 -0.425
C -2.675504 -2.083221 -0.577607 -2.83 0.20 2.24 -0.051
C -2.792104 -3.252594 0.611797 -2.02 3.26 -1.02 -0.069
N -3.873742 -3.204114 1.677556 0.79 2.37 -2.75 0.404
C -3.845762 -4.352308 2.707712 -0.86 -1.13 -0.46 -0.944
C -4.948165 -2.104805 1.772730 2.54 1.59 -3.12 0.087
P -6.165090 -2.235044 3.242569 0.02 -0.45 0.42 -0.120
C -5.078140 -1.942439 4.831594 1.10 0.78 0.63 -1.008
C -7.429846 -0.803336 3.287713 0.13 1.87 -0.61 -0.228
C -8.302382 -0.929987 4.687210 -0.35 -0.86 -1.04 -0.920
C -4.937575 -0.933353 0.622942 2.70 -2.27 -0.44 0.328
F -5.951121 0.160659 0.659438 2.66 -3.04 0.07 -0.385
C -3.826529 -0.877041 -0.580260 -0.38 -2.51 2.81 -0.068
C -3.878945 0.313747 -1.708803 1.02 -1.18 -0.26 -0.096
C -3.336575 1.774742 -1.204397 0.28 0.84 -0.01 -0.892
C -4.473889 2.764054 -0.565244 1.24 -2.42 -0.73 -1.097
C -5.896977 2.816900 -1.371082 -0.37 0.60 -0.71 -0.283
C -5.782271 2.845820 -3.004298 -0.12 0.33 -0.28 0.224
N -6.750274 1.821769 -3.628307 1.06 -0.83 0.49 -0.666
H 8.633367 4.723867 1.956595 -1.09 -1.04 -1.89 0.306
H 6.982353 4.059215 1.169528 2.20 0.49 -0.10 0.242
H 8.335756 4.768892 0.028302 -0.29 -1.31 2.29 0.260
H 8.499795 1.952323 1.806623 0.67 1.38 -1.67 0.191
H 9.869648 2.712897 0.625605 -2.21 -0.39 0.80 0.309
H 7.037427 1.370051 -0.096773 1.90 1.17 -0.95 0.171
H 7.715374 2.840891 -1.186789 0.39 -1.89 1.38 0.309
H 10.014191 0.761024 -0.376177 -1.67 0.47 -1.68 0.349
H 9.506605 1.362017 -2.186922 -0.55 -0.67 2.41 0.255
H 8.824193 -1.096550 -2.316977 -0.85 1.51 1.47 0.276
H 7.232156 -0.223181 -1.730072 2.28 -0.52 0.64 0.224
H 9.456985 -1.837414 0.164596 -2.01 0.95 -0.54 0.274
H 8.053614 -0.737048 0.883591 0.87 -1.19 -1.82 0.051
H 7.699656 -3.619715 -0.388184 -0.98 2.03 0.18 0.307
H 6.599369 -2.308614 -1.237362 1.47 -0.46 1.68 0.218
H 6.089316 -1.470328 1.509829 -0.02 -1.84 -1.30 0.310
H 6.700214 -3.224384 1.829686 -1.11 1.56 -1.59 0.222
H 4.990095 -4.257214 -0.033735 -0.07 2.21 1.33 0.246
H 4.109003 -3.511626 1.463906 1.46 0.64 -1.66 0.330
H 3.731283 -1.266990 0.084395 -0.14 -2.07 -1.13 0.197
H 4.436612 -2.061223 -1.472059 -1.34 -0.76 2.05 0.292
H 2.644625 -4.207571 -1.098779 -0.37 2.28 0.60 0.166
H 1.968968 -3.284837 0.407789 1.19 0.29 -2.17 0.139
H 1.412562 -2.435820 -2.697661 -0.27 0.29 2.54 0.287
H 1.345625 -1.114754 -1.298410 0.30 -2.30 -0.45 0.293
H -0.126995 -2.529409 0.221001 -0.30 -0.55 -2.48 0.406
H -0.196188 -3.957758 -1.129031 0.05 2.31 0.65 0.194
H -1.777001 -2.844883 -2.595923 0.57 1.40 1.85 0.278
H -1.208832 -1.061907 -2.159980 -0.66 -2.32 1.27 0.327
H -2.010793 -4.154141 0.635944 -2.10 2.23 0.07 0.222
H -4.947793 -4.810478 2.734738 2.37 1.18 0.09 0.389
H -3.171188 -5.218016 2.254208 -1.31 2.12 1.11 0.357
H -3.484811 -3.983554 3.759711 -0.67 -0.70 -2.24 0.245
H -4.891956 -2.961160 5.424773 -0.50 2.32 -1.45 0.268
H -5.624416 -1.175646 5.546069 1.01 -1.67 -1.48 0.352
H -4.035151 -1.445542 4.547409 -2.15 -1.16 0.67 0.333
H -6.892380 0.255708 3.213560 -1.13 -2.15 0.24 0.174
H -8.114142 -0.881353 2.329436 1.42 -0.06 2.02 0.331
H -8.202510 0.013521 5.381290 -0.20 -2.03 -1.47 0.236
H -7.947423 -1.911960 5.220022 -0.81 2.00 -0.67 0.327
H -9.426285 -1.122023 4.340289 2.46 0.60 1.10 0.296
H -3.141656 -0.031930 -2.581885 -1.70 0.66 2.00 0.389
H -4.950509 0.312920 -2.182178 2.05 0.20 1.10 -0.064
H -2.846973 2.376161 -2.112194 -1.17 -1.57 1.87 0.413
H -2.469780 1.693966 -0.387479 -1.94 -0.13 -1.83 0.289
H -4.024133 3.843414 -0.515702 0.62 -3.73 -1.56 0.695
H -4.656487 2.414222 0.550269 0.42 0.49 -2.21 0.293
H -6.420337 3.842830 -1.056465 0.33 -2.95 -2.15 0.463
H -6.656743 1.974535 -1.001888 2.36 1.32 -0.28 -0.154
H -4.698933 2.746931 -3.434648 -1.91 -0.17 1.21 0.296
H -6.183963 3.906074 -3.378097 0.94 -1.79 0.93 -0.182
H -6.967473 1.053528 -2.953217 1.29 0.09 -1.03 0.165
H -6.279146 1.326923 -4.439047 -1.01 0.88 1.24 0.297
C -1.850212 -7.131208 -3.672892 -0.52 0.06 -0.41 -0.592
C -0.428836 -7.631598 -3.667051 0.33 -0.52 0.15 -0.616
C 0.349347 -6.371615 -3.356382 0.48 0.24 -0.20 -0.554
O -0.499232 -5.547842 -2.544941 -0.12 -0.18 -0.11 -0.227
C -1.825241 -6.093935 -2.571662 -0.21 0.15 0.38 -0.346
H -2.592811 -7.914989 -3.503439 0.07 0.15 0.00 0.350
H -2.070707 -6.651064 -4.633715 -0.04 -0.06 0.13 0.287
H -0.295999 -8.361373 -2.859672 0.03 0.05 -0.12 0.268
H -0.123838 -8.100894 -4.605801 -0.01 0.09 0.14 0.354
H 0.583054 -5.813512 -4.269216 0.07 -0.07 0.00 0.327
H 1.282619 -6.575922 -2.823723 -0.11 0.13 0.00 0.284
H -2.018793 -6.548771 -1.594065 -0.13 -0.03 -0.02 0.189
H -2.551055 -5.292239 -2.733426 0.06 -0.01 0.07 0.224
N -6.626293 -4.148449 -0.913408 0.17 -0.22 0.00 1.024
O -6.258639 -3.538608 -1.931248 0.27 0.52 -0.42 -0.657
O -6.030790 -5.178882 -0.557757 0.35 -0.19 0.27 -0.648
O -7.589418 -3.727865 -0.251358 -0.43 0.47 0.51 -0.668
O 9.108954 -1.144291 -4.463938 -0.43 -0.42 1.12 -0.868
H 9.438477 -0.846729 -5.292360 0.48 0.50 -1.23 0.244
Cs -5.426285 4.831413 0.550697 -2.14 5.61 4.03 1.013
O 9.696931 -0.134194 -10.398739 0.39 0.82 3.17 -0.529
C 9.746686 0.342733 -9.146775 -2.77 2.58 -4.27 -0.202
C 10.600064 -0.657256 -8.231599 2.76 -2.83 4.23 -0.130
O 10.634765 -0.190047 -6.975860 -0.43 -0.77 -3.05 -0.468
H 8.783849 0.477476 -8.622947 -0.05 -0.99 0.02 0.246
H 10.206649 1.336744 -9.006598 0.82 -0.41 -0.27 0.222
H 11.568578 -0.777018 -8.748757 0.04 0.99 0.09 0.256
H 10.152198 -1.655702 -8.383147 -0.88 0.51 0.33 0.241
Na -8.426285 1.905674 -1.906117 -0.92 0.40 -0.59 0.931
O -2.723629 7.284159 4.800827 -0.68 0.13 1.38 -0.551
S -3.698622 7.444626 5.857668 -2.35 1.54 -2.71 1.228
O -4.975887 8.088715 5.634278 1.87 -1.01 0.34 -0.535
O -2.978819 8.142441 7.142843 -2.95 3.97 -2.44 -0.503
C -2.291133 9.370387 6.954402 0.72 1.92 -0.32 -0.416
C -3.255665 10.537415 6.859148 0.64 -1.34 0.44 -0.846
C -3.994310 5.860249 6.601523 -3.49 -1.96 -2.98 -1.299
H -1.640010 9.321481 6.075171 -0.20 -0.14 0.04 0.366
H -1.644550 9.512032 7.827417 -0.17 -0.27 -0.03 0.240
H -3.855456 10.478101 5.945909 0.96 -2.32 -0.14 0.085
H -2.714013 11.487349 6.846253 0.68 0.11 0.20 0.334
H -3.952203 10.535422 7.703856 -0.21 0.12 0.24 0.300
H -3.035125 5.388026 6.821960 -5.28 -3.23 -4.76 0.463
H -4.556678 5.252494 5.889556 -0.36 0.51 -0.20 0.430
H -4.578175 6.000629 7.513228 -0.18 -0.20 -0.15 0.483
Cs -2.126285 6.283336 7.890517 13.17 -1.20 11.96 0.918
Cl -6.626285 5.750259 -3.431021 -0.19 0.42 0.78 -0.701
Ca -4.526285 12.146442 5.894170 -2.07 3.40 -0.76 0.276

35
Properties=species:S:1:pos:R:3:forces:R:3:mulliken_charge:R:1 method="wB97M-V/def2-TZVPD" relative_energy_kcal_mol=12.3 smiles=ClCCl.ClCCl.ClCCl.ClCCl.ClCCl.ClCCl.ClCCl gap_ev=11.125 multiplicity=1
C 1.133449 -4.929844 -0.781396 -0.16 0.89 -0.70 0.146
Cl 2.638447 -5.334379 0.012997 0.11 -0.13 0.03 -0.152
Cl 1.373900 -4.010863 -2.314448 0.10 -0.34 0.22 -0.154
H 0.564403 -5.813488 -1.033369 0.04 -0.10 0.16 0.277
H 0.588604 -4.220211 -0.173714 -0.12 -0.32 0.29 -0.111
C -3.261040 -3.581367 0.427690 -0.68 -0.44 0.32 0.157
Cl -4.165525 -4.066991 1.906166 0.39 0.20 -0.34 -0.167
Cl -2.816115 -5.001092 -0.533511 0.16 0.11 0.04 -0.152
H -3.956468 -3.000513 -0.162713 0.14 0.17 -0.04 0.218
H -2.375783 -3.032149 0.715851 0.03 0.01 0.01 -0.046
C 4.090788 3.179646 1.140462 -0.36 0.43 0.42 -0.308
Cl 4.514348 4.387509 -0.067362 0.23 -0.14 -0.16 -0.138
Cl 2.329593 3.030590 1.285853 -0.12 -0.10 -0.02 -0.096
H 4.493367 2.199222 0.922216 0.14 0.10 -0.21 0.269
H 4.425079 3.570029 2.094366 0.18 -0.22 0.00 0.285
C 2.374594 2.284884 -4.123336 0.49 -0.62 0.08 0.009
Cl 2.893692 3.660452 -3.153619 -0.22 0.08 -0.05 -0.112
Cl 1.864591 2.683251 -5.762027 -0.12 0.17 -0.01 -0.171
H 3.233179 1.625611 -4.207616 -0.02 0.05 -0.06 0.287
H 1.583907 1.741610 -3.617988 -0.16 0.29 -0.02 -0.011
C -0.592302 1.427579 5.154129 0.13 0.25 0.32 -0.310
Cl -0.321920 2.047408 3.513447 -0.03 -0.27 0.13 -0.104
Cl -1.597548 2.549021 6.087716 -0.04 -0.14 -0.01 -0.152
H -1.063334 0.451901 5.143060 -0.15 0.09 -0.28 0.284
H 0.361009 1.359616 5.666047 0.07 0.06 -0.15 0.284
C 0.325977 0.196385 0.437614 -0.10 0.64 0.05 -0.119
Cl 0.702075 0.786206 -1.199099 -0.02 -0.20 0.37 -0.051
Cl 0.141377 -1.550603 0.511467 0.04 -0.10 0.04 -0.100
H 1.097144 0.533350 1.119852 0.32 -0.29 -0.17 0.238
H -0.590759 0.662120 0.781835 -0.18 -0.13 -0.27 0.004
C -3.964682 1.199823 -2.084907 -0.17 0.04 -0.37 -0.377
Cl -2.806204 1.128564 -0.753809 -0.12 0.12 -0.08 -0.077
Cl -5.583782 1.720731 -1.552153 0.34 -0.30 -0.11 -0.153
H -3.646966 1.897822 -2.852554 0.21 0.21 0.31 0.313
H -3.987106 0.218182 -2.547147 -0.36 -0.08 0.25 0.290

10
Properties=species:S:1:pos:R:3:forces:R:3:mulliken_charge:R:1 method="wB97M-V/def2-TZVPD" gap_ev=8.950 multiplicity=1 charge=-1
C 1.540719 -0.167878 -0.085991 -0.01 -0.03 -0.06 -1.002
Ga -0.195547 0.804838 0.193825 0.18 -0.01 0.12 0.299
O -1.603702 -0.075477 -0.923479 -0.22 0.30 0.15 -0.318
N -2.441940 -0.918552 -0.406204 0.17 -0.39 -0.19 0.237
O -1.990651 -1.645094 0.452063 -0.05 0.21 0.04 -0.480
H 1.923280 -0.606220 0.838029 0.00 -0.01 0.03 0.242
H 1.412769 -0.978121 -0.807384 -0.01 -0.02 -0.01 0.278
H 2.297796 0.513118 -0.483354 0.04 -0.01 0.01 0.256
H -0.765604 0.801233 1.680279 -0.05 -0.01 0.02 -0.259
H -0.177119 2.272152 -0.457783 -0.06 -0.03 -0.10 -0.253

no.,HOMO level (eV),E_LUMO (Eh)
1,-9.51,0.0149
2,-5.60,-0.1763
3,-10.87,0.0094
4,-4.83,0.1514